No. 1
Molecular formula: C7H11NS
Method: DFT, ωB97M-V/def2-TZVPD

Each line ends with the natural charge from an NBO analysis.
CARTESIAN COORDINATES (ANGSTROEM)
C 0.6702 0.2626 -0.1102  0.06
C 0.6826 -1.0461 0.2459  -0.25
C -0.8643 0.3548 -0.0271  -0.19
C -0.8132 -1.1892 0.3238  -0.21
C -1.4533 1.0835 1.2221  -0.61
C -1.4590 -2.2372 -0.6482  -0.61
C 2.6386 1.6705 -0.7293  -0.39
N 1.9841 0.6543 0.0672  -0.52
S 2.4513 -1.0083 0.3935  0.45
H -1.2680 0.7051 -1.0247  0.22
H -0.9151 -1.5811 1.3828  0.22
H -0.8771 0.9944 2.0340  0.21
H -2.5129 0.9270 1.5441  0.21
H -1.2980 2.0880 0.8970  0.20
H -1.4768 -1.7867 -1.7304  0.21
H -2.5788 -2.2873 -0.3366  0.20
H -1.0516 -3.2683 -0.7110  0.23
H 2.5031 2.5872 -0.1935  0.20
H 3.5732 1.2841 -0.8263  0.21
H 2.0649 1.7928 -1.7731  0.17

* LUMO level: 0.7 eV
* E_tot: -19757.09698 eV
* strongest force on any atom: 4.49 eV/Å
* frontier orbital gap: 8.50 eV
* highest occupied orbital energy: -0.2853 hartree
* ΔE to the lowest compared entry with this formula, charge and spin: 532.0 kJ/mol
* total charge: 0

No. 2
Molecular formula: C7H11PSi
Method: DFT, ωB97M-V/def2-TZVPD

Each line ends with the natural charge from an NBO analysis.
CARTESIAN COORDINATES (ANGSTROEM)
C 1.2058 -2.5092 1.5211  -0.19
C 2.0156 -1.5399 0.9747  -0.23
C -0.1433 -2.5190 1.1987  -0.22
C 1.4972 -0.4659 0.2122  -0.19
C -0.6743 -1.4059 0.5442  -0.19
C 0.0879 -0.3272 0.0557  -0.44
C 0.3577 2.5465 -0.9114  -1.09
Si -0.6481 0.9800 -1.1839  1.06
P -2.8410 1.1097 -0.6608  -0.20
H 1.5320 -3.2603 2.3425  0.22
H 3.0108 -1.6994 1.2999  0.21
H -0.7449 -3.1554 1.7043  0.21
H 2.1471 0.2722 -0.2679  0.21
H -1.7210 -1.2123 0.3767  0.21
H -0.2898 3.3030 -0.4882  0.24
H 0.9251 2.2900 -0.0977  0.24
H 0.8649 2.8136 -1.8049  0.24
H -0.3090 0.6479 -2.6868  -0.15
H -3.3643 1.5820 -1.8548  0.02
H -2.9084 2.5498 -0.2738  0.03

* LUMO level: 0.6 eV
* E_tot: -24602.45771 eV
* strongest force on any atom: 3.34 eV/Å
* frontier orbital gap: 9.95 eV
* SMILES string: C[Si@H](P)c1ccccc1
* highest occupied orbital energy: -0.3427 hartree
* ΔE to the lowest compared entry with this formula, charge and spin: 110.2 kJ/mol
* total charge: 0

No. 3
Molecular formula: C7H12
Method: DFT, ωB97M-V/def2-TZVPD

Each line ends with the Mulliken charge.
CARTESIAN COORDINATES (ANGSTROEM)
C 2.3299 -0.0254 0.7871  -0.74
C 0.9272 0.6400 1.0139  -0.62
C 0.0266 0.1352 -0.0934  0.31
C 0.7107 -0.9224 -0.8691  -0.82
C -0.8130 1.2285 -0.7490  -1.05
C -1.5338 0.5504 0.2960  -0.11
C -2.4904 -0.5741 0.0315  -1.08
H 1.8598 -0.7234 -0.2237  0.14
H 3.1760 0.5345 0.4025  0.37
H 2.5568 -0.8377 1.4750  0.31
H 1.0885 1.7250 0.9892  0.19
H 0.6237 0.3965 2.0340  0.34
H 0.4792 -1.9840 -0.7362  0.22
H 0.8341 -0.6660 -1.9244  0.28
H -0.5233 2.2649 -0.5430  0.19
H -1.1164 1.0566 -1.8022  0.26
H -2.0369 -1.4879 0.4369  0.23
H -2.6307 -0.8471 -1.0387  0.22
H -3.4681 -0.4638 0.5136  0.35

* LUMO level (spin up / spin down): 4.2 / 4.0 eV
* multiplicity: 2
* E_tot: -7447.51715 eV
* strongest force on any atom: 3.23 eV/Å
* frontier orbital gap (spin up / spin down): 5.45 / 5.19 eV
* highest occupied orbital energy (spin up / spin down): -0.0463 / -0.0454 hartree
* ΔE to the lowest compared entry with this formula, charge and spin: 382.3 kJ/mol
* total charge: -1

No. 4
Molecular formula: C7H12
Method: DFT, ωB97M-V/def2-TZVPD

Each line ends with the natural charge from an NBO analysis.
CARTESIAN COORDINATES (ANGSTROEM)
C 1.0930 -1.1402 -2.0377  -0.59
C 0.1210 -1.0593 -0.8632  -0.38
C 0.6960 -0.3760 0.4009  -0.41
C -0.5253 0.2438 1.0898  -0.24
C -0.2400 1.4973 1.9098  -0.60
C -1.4571 0.4578 -0.1141  -0.52
C -1.2200 -0.4620 -1.2111  0.11
H 1.4114 -0.1307 -2.3276  0.20
H 1.9922 -1.7084 -1.7754  0.21
H 0.6169 -1.6026 -2.9062  0.23
H -0.2080 -2.0840 -0.6025  0.25
H 1.2569 -1.0648 1.0424  0.22
H 1.3893 0.4245 0.1010  0.20
H -0.9965 -0.5060 1.7443  0.20
H 0.2007 2.2784 1.2779  0.20
H 0.4638 1.2910 2.7244  0.21
H -1.1563 1.9010 2.3558  0.21
H -2.4538 0.8720 0.0632  0.23
H -0.9841 1.1681 -0.8717  0.28

* LUMO level: 1.0 eV
* E_tot: -7450.46160 eV
* strongest force on any atom: 0.40 eV/Å
* frontier orbital gap: 9.27 eV
* highest occupied orbital energy: -0.3054 hartree
* ΔE to the lowest compared entry with this formula, charge and spin: 286.5 kJ/mol
* total charge: 0

No. 5
Molecular formula: C7H12
Method: DFT, ωB97M-V/def2-TZVPD

Each line ends with the natural charge from an NBO analysis.
CARTESIAN COORDINATES (ANGSTROEM)
C 2.1634 0.7737 -0.1391  -0.60
C 0.8240 0.9829 0.5523  -0.20
C -0.3870 1.0056 -0.4212  -0.39
C -0.7483 -0.4007 0.0571  -0.06
C -2.0862 -1.0659 0.0520  -0.42
C -0.9736 -1.5961 -0.8135  -0.41
C 0.2517 -0.3041 1.2091  -0.39
H 2.4461 1.6506 -0.7337  0.21
H 2.1168 -0.0893 -0.8159  0.20
H 2.9615 0.5857 0.5890  0.21
H 0.8770 1.8463 1.2250  0.20
H -1.1424 1.7549 -0.1586  0.21
H -0.1380 1.1121 -1.4840  0.20
H -2.9115 -0.5514 -0.4345  0.21
H -2.3732 -1.6430 0.9278  0.21
H -1.0425 -1.4387 -1.8872  0.21
H -0.5017 -2.5324 -0.5261  0.21
H 0.9577 -1.1369 1.3145  0.20
H -0.2279 -0.1217 2.1776  0.21

* LUMO level: 1.1 eV
* E_tot: -7452.18956 eV
* strongest force on any atom: 0.24 eV/Å
* frontier orbital gap: 10.94 eV
* SMILES string: CC1CC2(CC2)C1
* highest occupied orbital energy: -0.3603 hartree
* ΔE to the lowest compared entry with this formula, charge and spin: 119.8 kJ/mol
* total charge: 0

No. 6
Molecular formula: C7H12
Method: DFT, ωB97M-V/def2-TZVPD

Each line ends with the natural charge from an NBO analysis.
CARTESIAN COORDINATES (ANGSTROEM)
C -2.0720 -0.4113 0.7952  -0.62
C -1.2778 -0.5869 -0.5015  -0.15
C -0.2948 0.3688 -1.2431  -0.29
C 1.0132 1.0867 -1.0237  -0.35
C 1.4234 0.9021 0.4305  -0.42
C 0.9697 -0.5615 0.6512  -0.42
C 0.1858 -0.9326 -0.6285  -0.25
H -2.9611 0.2005 0.5893  0.22
H -2.4346 -1.3754 1.1787  0.22
H -1.5200 0.0828 1.5981  0.21
H -1.9382 -0.9554 -1.2842  0.22
H -0.5549 0.3468 -2.3033  0.20
H 1.7210 0.2394 -1.5721  0.15
H 1.1408 2.0719 -1.4858  0.21
H 2.5057 1.0103 0.5097  0.21
H 0.9687 1.6069 1.1400  0.20
H 0.3933 -0.6873 1.5741  0.21
H 1.8192 -1.2425 0.7268  0.21
H 1.0123 -1.2289 -1.3824  0.23

* LUMO level: 1.1 eV
* E_tot: -7450.04264 eV
* strongest force on any atom: 3.13 eV/Å
* frontier orbital gap: 9.56 eV
* SMILES string: C[C@H]1[C@H]2CCC[C@@H]12
* highest occupied orbital energy: -0.3125 hartree
* ΔE to the lowest compared entry with this formula, charge and spin: 327.0 kJ/mol
* total charge: 0